Record 1
Entry from the OMol25 dataset: C16H28FeN as an isolated structure (ωB97M-V/def2-TZVPD).

```
46
Properties=species:S:1:pos:R:3
C 1.316 2.225 -0.992
H 2.067 2.596 -0.280
H 1.784 2.088 -1.977
H 1.048 -1.107 0.632
C 0.085 3.099 -1.054
H -0.763 2.540 -1.478
H -0.192 3.371 -0.028
C 0.352 4.370 -1.873
H -0.530 5.015 -1.869
H 1.197 4.930 -1.459
H 0.577 4.117 -2.915
C -0.842 -1.777 0.020
C -1.432 -0.992 -0.943
C -0.442 -0.557 -1.896
C 0.815 -1.106 -1.536
C 0.648 -1.807 -0.188
C 1.446 -3.094 0.059
C 1.997 -1.235 -2.445
C -0.755 0.078 -3.204
C -2.889 -0.706 -1.038
C -1.506 -2.489 1.131
Fe 0.971 0.501 -0.186
H 2.891 -1.513 -1.873
H 1.837 -2.000 -3.222
H 2.202 -0.282 -2.957
H 2.489 -2.927 -0.231
H 1.432 -3.331 1.130
H 1.036 -3.935 -0.512
H -2.347 -1.922 1.555
H -1.903 -3.464 0.805
H -0.808 -2.685 1.954
H -3.103 0.179 -1.651
H -3.422 -1.554 -1.492
H -3.332 -0.544 -0.046
H 0.107 0.628 -3.609
H -1.042 -0.674 -3.961
H -1.598 0.780 -3.118
C 0.411 0.457 5.165
C -0.503 0.102 3.966
C 0.039 0.502 2.694
N 0.518 0.717 1.654
H 1.409 0.020 5.051
H -0.013 0.077 6.101
H 0.532 1.542 5.260
H -0.666 -0.992 3.925
H -1.490 0.587 4.055
```

The calculation puts the orbital gap (spin up / spin down) at 0.29786 / 0.23938 Eh. Its net charge is +2. The total energy is -1944.2160 Ha. The highest occupied orbital energy (spin up / spin down) comes out at -15.09 / -16.20 eV. Its multiplicity is 6.

---

Record 2
Entry from the OMol25 dataset: a 4-piece molecular cluster, C16H28N4 overall (ωB97M-V/def2-TZVPD).

```
48
Properties=species:S:1:pos:R:3
C -0.647 0.339 0.739
C 0.208 1.546 0.679
C 1.100 1.671 1.952
C 2.165 0.599 2.062
N 2.953 -0.294 2.144
H -0.107 -0.602 0.840
H -1.207 0.327 -0.196
H -1.286 0.473 1.612
H -0.474 2.396 0.666
H 0.903 1.633 -0.157
H 0.492 1.489 2.838
H 1.537 2.664 2.059
C -1.727 0.766 -3.368
C -2.441 1.555 -4.455
C -2.421 3.094 -4.218
C -3.455 3.585 -3.252
N -4.305 4.000 -2.556
H -1.394 -0.231 -3.655
H -2.348 0.760 -2.472
H -0.804 1.326 -3.222
H -3.440 1.155 -4.629
H -1.931 1.404 -5.407
H -2.611 3.589 -5.170
H -1.406 3.305 -3.880
C 4.857 -0.135 -2.465
C 4.693 -1.049 -1.305
C 3.227 -1.277 -0.957
C 2.359 -1.678 -2.055
N 1.660 -2.017 -2.926
H 5.835 -0.195 -2.943
H 4.564 0.871 -2.162
H 4.264 -0.438 -3.327
H 5.068 -0.507 -0.436
H 5.312 -1.945 -1.354
H 2.820 -0.300 -0.696
H 3.259 -1.873 -0.045
C -3.551 -2.197 4.269
C -2.201 -2.439 3.564
C -1.025 -1.716 4.264
C -0.696 -2.364 5.545
N -0.461 -2.816 6.566
H -4.191 -2.949 3.809
H -3.948 -1.211 4.025
H -3.552 -2.269 5.357
H -2.169 -2.043 2.549
H -2.121 -3.526 3.587
H -1.265 -0.673 4.472
H -0.090 -1.801 3.711
```

The calculation puts the orbital gap at 0.43360 Eh. The calculation puts the relative energy (zero: lowest compared OMol25 entry of this formula, charge and spin) at 115.4 kJ/mol. The total energy is -845.4050 Ha. The highest occupied orbital energy comes out at -11.48 eV. As for the SMILES: CCCC#N.CCCC#N.CCCC#N.CCCC#N.